1.
Density functional theory data (the ωB97M-V functional and the def2-TZVPD basis) for an isolated molecule of C16H26N2O4S2 at a distorted geometry.

Atoms and positions in Å:
C1 -4.49 -1.90 -0.80
O1 -3.74 -0.99 -0.02
C2 -2.51 -1.39 0.42
C3 -2.13 -2.72 0.58
C4 -0.92 -3.04 1.16
C5 -0.07 -2.04 1.58
C6 -0.41 -0.71 1.38
C7 -1.61 -0.37 0.78
N1 -1.96 0.96 0.52
C8 -1.60 2.02 1.43
C9 -0.11 2.43 1.42
O2 0.54 2.48 2.45
N2 0.37 2.73 0.21
C10 1.76 3.03 -0.02
C11 2.64 1.80 0.17
S1 2.02 0.46 -0.92
C12 3.33 -0.85 -0.75
C13 2.68 -2.11 -1.31
C14 4.55 -0.46 -1.58
C15 3.70 -1.06 0.71
S2 -2.54 1.39 -0.99
C16 -4.30 1.76 -0.73
O3 -1.94 2.65 -1.33
O4 -2.37 0.31 -1.91
H1 -4.87 -2.73 -0.19
H2 -3.89 -2.30 -1.62
H3 -5.33 -1.34 -1.20
H4 -2.80 -3.51 0.28
H5 -0.65 -4.08 1.28
H6 0.86 -2.29 2.07
H7 0.27 0.07 1.70
H8 -1.86 1.73 2.45
H9 -2.18 2.90 1.14
H10 -0.26 2.68 -0.58
H11 1.86 3.42 -1.03
H12 2.08 3.79 0.70
H13 3.67 2.02 -0.10
H14 2.57 1.46 1.20
H15 3.38 -2.94 -1.29
H16 1.80 -2.38 -0.72
H17 2.35 -1.95 -2.33
H18 5.30 -1.25 -1.53
H19 4.99 0.46 -1.21
H20 4.26 -0.31 -2.62
H21 4.28 -0.22 1.10
H22 4.31 -1.95 0.81
H23 2.81 -1.18 1.32
H24 -4.71 1.04 -0.03
H25 -4.79 1.68 -1.69
H26 -4.36 2.77 -0.35

Computed properties:
* 2S+1: 1
* maximum force: 0.020 Eh/bohr
* E_HOMO: -0.3020 hartree
* SMILES: COc1ccccc1N(CC(=O)NCCSC(C)(C)C)S(C)(=O)=O
* Kohn-Sham gap: 0.3215 Eh

---

2.
Density functional theory data (the ωB97M-V functional and the def2-TZVPD basis) for a structure of composition C16H26N3O6P3S at a distorted geometry.

Atoms and positions in Å:
C1 -1.37 5.26 -0.20
C2 -0.89 4.02 -0.35
C3 -1.40 2.80 0.30
C4 -1.81 1.67 -0.51
C5 -1.80 1.74 -2.02
P1 -0.22 2.06 -2.84
O1 0.96 1.89 -1.99
O2 -0.24 1.05 -4.08
O3 -0.35 3.48 -3.57
C6 -2.25 0.51 0.08
C7 -2.68 -0.75 -0.61
C8 -1.61 -1.89 -0.60
C9 -0.23 -1.47 -0.08
P2 0.91 -2.84 -0.11
O4 0.34 -4.10 0.40
O5 1.46 -2.89 -1.60
C10 2.68 -3.61 -1.86
C11 2.52 -5.12 -1.81
O6 2.16 -2.34 0.77
C12 2.52 -3.10 1.94
C13 3.73 -2.41 2.55
C14 -2.29 0.49 1.50
N1 -2.68 -0.57 2.23
S1 -2.54 -0.15 3.76
N2 -1.98 1.35 3.61
C15 -1.89 1.59 2.30
C16 -1.44 2.78 1.66
P3 -0.87 4.13 2.74
N3 0.68 4.33 2.75
H1 -0.73 6.10 -0.43
H2 -2.37 5.45 0.16
H3 -0.01 3.88 -0.96
H4 -2.50 2.53 -2.33
H5 -2.16 0.82 -2.46
H6 -0.29 1.51 -4.93
H7 0.32 4.11 -3.26
H8 -2.99 -0.58 -1.64
H9 -3.57 -1.10 -0.10
H10 -1.54 -2.32 -1.59
H11 -1.98 -2.67 0.06
H12 0.19 -0.62 -0.62
H13 -0.31 -1.23 0.98
H14 2.97 -3.32 -2.87
H15 3.48 -3.28 -1.20
H16 3.35 -5.56 -2.36
H17 2.57 -5.51 -0.80
H18 1.61 -5.44 -2.30
H19 2.75 -4.12 1.65
H20 1.69 -3.12 2.64
H21 4.45 -2.23 1.75
H22 3.43 -1.43 2.91
H23 4.17 -3.01 3.34
H24 -1.41 3.79 3.98
H25 -1.62 5.24 2.34
H26 1.08 4.19 3.67

Computed properties:
* 2S+1: 1
* maximum force: 0.020 Eh/bohr
* E_HOMO: -0.3120 hartree
* Kohn-Sham gap: 0.2821 Eh

---

3.
Density functional theory data (the ωB97M-V functional and the def2-TZVPD basis) for a structure of composition C16H26N4Os at a distorted geometry.

Atoms and positions in Å:
Os1 0.58 -0.32 -0.49
C1 4.31 1.03 -2.85
C2 2.82 0.64 -2.81
C3 1.89 1.83 -2.47
C4 2.53 -0.37 -1.75
C5 2.77 -0.07 -0.38
C6 2.35 -0.93 0.67
C7 1.79 -2.22 0.40
C8 1.66 -3.28 1.42
C9 1.29 -2.36 -0.94
C10 1.72 -1.49 -1.99
H1 4.46 1.68 -3.71
H2 4.95 0.16 -2.98
H3 4.61 1.57 -1.95
H4 2.51 0.22 -3.76
H5 2.22 2.38 -1.59
H6 0.83 1.49 -2.32
H7 1.83 2.52 -3.31
H8 3.27 0.86 -0.12
H9 2.57 -0.65 1.70
H10 0.72 -3.19 1.98
H11 2.47 -3.21 2.15
H12 1.64 -4.27 0.95
H13 0.66 -3.21 -1.19
H14 1.37 -1.69 -3.00
C11 -1.08 0.65 2.07
N1 -2.38 1.00 2.56
C12 -2.99 2.20 1.96
N2 -3.17 1.61 0.63
C13 -1.95 1.34 -0.08
N3 -1.23 0.15 0.61
C14 -2.32 -1.04 0.63
N4 -3.51 -0.60 1.24
C15 -3.30 -0.15 2.61
C16 -4.16 0.52 0.53
H15 -0.68 -0.17 2.67
H16 -0.40 1.50 2.09
H17 -2.33 3.06 1.96
H18 -3.95 2.44 2.43
H19 -1.31 2.22 -0.06
H20 -2.20 1.06 -1.11
H21 -1.86 -1.84 1.21
H22 -2.47 -1.34 -0.40
H23 -2.84 -0.94 3.21
H24 -4.24 0.15 3.07
H25 -5.09 0.80 1.01
H26 -4.34 0.28 -0.52

Computed properties:
* 2S+1: 1
* total charge: +4
* maximum force: 0.037 Eh/bohr
* E_HOMO (spin up / spin down): -0.8521 / -0.8510 hartree
* Kohn-Sham gap (spin up / spin down): 0.1526 / 0.1517 Eh

---

4.
Density functional theory data (the ωB97M-V functional and the def2-TZVPD basis) for the ion C16H26NO2 with charge +1.

Atoms and positions in Å:
C1 3.43 2.29 -0.45
C2 4.31 1.12 -0.14
C3 5.67 1.26 0.06
C4 6.47 0.17 0.35
C5 5.91 -1.08 0.44
C6 4.54 -1.25 0.25
C7 3.75 -0.16 -0.04
O1 2.38 -0.22 -0.25
C8 1.76 -1.48 -0.25
C9 0.30 -1.24 -0.63
O2 -0.50 -2.40 -0.55
C10 -0.33 -0.24 0.35
N1 -1.80 -0.26 0.22
C11 -2.29 0.54 -0.93
C12 -3.78 0.30 -1.14
C13 -4.57 0.68 0.11
C14 -6.06 0.39 -0.08
C15 -4.01 -0.10 1.30
C16 -2.51 0.14 1.45
H1 2.73 2.46 0.37
H2 2.85 2.11 -1.35
H3 4.02 3.19 -0.59
H4 6.11 2.25 -0.02
H5 7.53 0.31 0.49
H6 6.52 -1.94 0.67
H7 4.12 -2.24 0.34
H8 1.81 -1.96 0.74
H9 2.23 -2.15 -0.98
H10 0.28 -0.83 -1.65
H11 -0.06 -3.13 -1.00
H12 0.07 0.77 0.18
H13 -0.07 -0.55 1.37
H14 -2.02 -1.25 0.03
H15 -1.73 0.25 -1.83
H16 -2.09 1.59 -0.72
H17 -4.11 0.90 -1.99
H18 -3.96 -0.74 -1.39
H19 -4.45 1.75 0.30
H20 -6.45 0.95 -0.92
H21 -6.62 0.68 0.81
H22 -6.22 -0.67 -0.26
H23 -4.51 0.21 2.22
H24 -4.20 -1.16 1.16
H25 -2.12 -0.45 2.29
H26 -2.30 1.20 1.64

Computed properties:
* 2S+1: 1
* total charge: +1
* maximum force: 0.018 Eh/bohr
* E_HOMO: -0.4028 hartree
* SMILES: Cc1ccccc1OC[C@@H](O)C[N@H+]1CC[C@H](C)CC1
* Kohn-Sham gap: 0.3152 Eh

---

5.
Density functional theory data (the ωB97M-V functional and the def2-TZVPD basis) for a structure of composition C16H26NRhS at a distorted geometry.

Atoms and positions in Å:
C1 1.23 1.87 -0.86
H1 2.07 2.14 -0.17
H2 1.62 1.67 -1.87
H3 0.16 -0.05 1.69
C2 0.15 2.97 -0.80
H4 -0.75 2.55 -1.27
H5 -0.09 3.17 0.26
C3 0.76 4.13 -1.54
H6 0.03 4.89 -1.69
H7 1.60 4.51 -0.96
H8 1.15 3.79 -2.50
C4 -0.70 -1.75 0.22
C5 -1.34 -0.88 -0.71
C6 -0.38 -0.53 -1.73
C7 0.86 -1.19 -1.41
C8 0.67 -1.89 -0.17
C9 1.68 -2.76 0.52
C10 2.12 -1.16 -2.21
C11 -0.66 0.26 -2.96
C12 -2.79 -0.49 -0.67
C13 -1.38 -2.46 1.36
Rh1 0.54 0.31 0.00
H9 2.95 -1.44 -1.57
H10 2.06 -1.84 -3.07
H11 2.28 -0.14 -2.57
H12 2.68 -2.46 0.22
H13 1.60 -2.70 1.62
H14 1.53 -3.81 0.23
H15 -2.17 -1.88 1.86
H16 -1.85 -3.35 0.92
H17 -0.67 -2.83 2.12
H18 -3.00 0.29 -1.40
H19 -3.42 -1.35 -0.95
H20 -3.11 -0.16 0.33
H21 0.11 1.01 -3.10
H22 -0.67 -0.39 -3.85
H23 -1.64 0.75 -2.89
S1 -1.82 0.46 4.43
C14 -0.20 -0.19 4.80
C15 0.58 -0.20 3.68
N1 -0.10 0.37 2.57
C16 -1.43 0.70 2.83
H24 0.16 -0.48 5.77
H25 1.58 -0.61 3.47
H26 -2.05 1.11 2.04

Computed properties:
* 2S+1: 5
* total charge: +2
* maximum force: 0.080 Eh/bohr
* E_HOMO (spin up / spin down): -0.4933 / -0.6074 hartree
* expectation value of S²: 6.010
* Kohn-Sham gap (spin up / spin down): 0.2159 / 0.2702 Eh

---

6.
Density functional theory data (the ωB97M-V functional and the def2-TZVPD basis) for a structure of composition C16H26O5 at a distorted geometry.

Atoms and positions in Å:
C1 -6.04 -1.45 1.35
H1 -5.80 -0.78 2.11
O1 -5.32 -0.85 0.08
C2 -4.05 -0.72 0.21
O2 -3.84 0.20 0.97
C3 -4.51 1.53 0.82
H2 -5.55 1.33 0.52
H3 -4.55 2.22 1.56
H4 -3.90 2.19 -0.05
C4 -3.49 -0.56 -1.18
H5 -4.07 -1.08 -1.77
H6 -3.88 0.56 -1.67
C5 -1.99 -0.93 -1.33
C6 -1.22 0.39 -0.36
H7 -1.50 0.15 0.53
H8 -1.64 1.26 -0.59
C7 0.31 0.02 -0.54
O3 0.69 -1.12 -0.03
H9 1.60 -0.78 0.39
H10 0.47 0.29 -1.55
C8 0.97 1.32 0.06
C9 0.84 2.74 -0.44
H11 1.56 3.50 -0.03
H12 -0.13 3.06 -0.45
H13 1.31 2.71 -1.86
O4 2.42 0.93 0.46
C10 3.29 0.68 -0.60
C11 4.46 0.16 -0.18
C12 4.25 -1.42 -0.13
C13 5.40 -2.23 0.28
C14 6.51 -1.51 0.70
C15 6.57 -0.26 0.73
C16 5.59 0.60 0.43
H14 5.61 1.51 0.48
H15 7.45 0.14 1.29
H16 7.35 -2.04 1.14
H17 5.31 -3.25 -0.05
H18 3.45 -1.81 -0.41
H19 2.80 0.48 -1.48
H20 3.51 2.01 -0.73
H21 0.63 1.36 1.30
O5 -1.90 -1.98 -0.53
H22 -0.93 -2.14 -0.47
H23 -1.75 -0.80 -2.25
H24 -3.71 -1.48 0.65
H25 -6.99 -1.62 1.03
H26 -5.58 -2.53 1.57

Computed properties:
* 2S+1: 1
* maximum force: 0.304 Eh/bohr
* E_HOMO: -0.3183 hartree
* Kohn-Sham gap: 0.3463 Eh

---

7.
Density functional theory data (the ωB97M-V functional and the def2-TZVPD basis) for an isolated molecule of C16H26O5.

Atoms and positions in Å:
C1 -0.38 -2.22 -5.35
O1 0.38 -1.70 -4.28
C2 0.28 -2.44 -3.10
C3 0.84 -1.58 -1.96
C4 1.02 -2.37 -0.65
O2 0.05 -3.39 -0.49
C5 0.98 -1.44 0.57
C6 -0.43 -0.94 0.92
O3 -1.20 -1.95 1.52
C7 -0.35 0.24 1.90
C8 -1.75 0.71 2.28
O4 0.43 1.25 1.27
C9 0.96 2.23 2.14
C10 -0.01 3.33 2.50
C11 -0.81 3.90 1.52
C12 -1.69 4.91 1.84
C13 -1.79 5.37 3.14
C14 -0.99 4.81 4.13
C15 -0.11 3.79 3.81
O5 0.90 -3.71 -3.21
C16 2.27 -3.68 -3.60
H1 -0.18 -1.57 -6.21
H2 -0.09 -3.24 -5.59
H3 -1.45 -2.20 -5.12
H4 -0.77 -2.70 -2.90
H5 1.79 -1.16 -2.28
H6 0.14 -0.75 -1.82
H7 2.02 -2.84 -0.68
H8 0.14 -4.00 -1.23
H9 1.63 -0.59 0.38
H10 1.35 -1.99 1.44
H11 -0.93 -0.57 0.01
H12 -1.08 -2.74 0.97
H13 0.17 -0.10 2.81
H14 -2.24 1.16 1.41
H15 -1.72 1.44 3.08
H16 -2.33 -0.15 2.60
H17 1.36 1.76 3.05
H18 1.80 2.67 1.58
H19 -0.73 3.53 0.51
H20 -2.31 5.34 1.07
H21 -2.48 6.16 3.39
H22 -1.06 5.16 5.15
H23 0.51 3.35 4.58
H24 2.43 -2.96 -4.40
H25 2.92 -3.43 -2.75
H26 2.50 -4.68 -3.95

Computed properties:
* 2S+1: 1
* maximum force: 0.016 Eh/bohr
* E_HOMO: -0.3350 hartree
* SMILES: COC(C[C@H](O)C[C@@H](O)[C@H](C)OCc1ccccc1)OC
* Kohn-Sham gap: 0.3637 Eh

---

8.
Density functional theory data (the ωB97M-V functional and the def2-TZVPD basis) for a cluster of 2 separate species, C16H27BCl4O3Si2 in total at a distorted geometry.

Atoms and positions in Å:
C1 -0.13 -3.13 0.98
Si1 -1.82 -2.32 1.12
C2 -3.12 -3.62 1.48
C3 -1.78 -1.09 2.53
O1 -2.22 -1.53 -0.32
C4 -1.36 -0.57 -0.81
C5 -1.29 0.66 -0.22
C6 -0.35 1.69 -0.69
O2 -0.54 -0.81 -1.90
Si2 -1.05 -1.85 -3.12
C7 0.42 -2.21 -4.22
C8 -1.72 -3.44 -2.39
C9 -2.37 -1.00 -4.13
H1 0.15 -3.57 1.93
H2 -0.15 -3.92 0.23
H3 0.61 -2.39 0.70
H4 -2.90 -4.12 2.41
H5 -4.09 -3.14 1.55
H6 -3.15 -4.35 0.68
H7 -1.68 -1.61 3.48
H8 -0.93 -0.42 2.41
H9 -2.70 -0.51 2.54
H10 -1.94 0.87 0.60
H11 -0.31 2.55 -0.01
H12 0.66 1.29 -0.78
H13 -0.64 2.05 -1.68
H14 0.14 -2.88 -5.02
H15 0.79 -1.29 -4.65
H16 1.22 -2.67 -3.64
H17 -2.09 -4.10 -3.17
H18 -0.95 -3.95 -1.83
H19 -2.54 -3.20 -1.72
H20 -2.69 -1.63 -4.96
H21 -3.24 -0.79 -3.50
H22 -1.99 -0.07 -4.52
Cl1 4.49 1.29 -2.41
B1 3.92 1.06 -0.66
Cl2 2.58 -0.22 -0.61
Cl3 5.35 0.51 0.39
O3 3.40 2.31 -0.14
C10 2.99 2.16 1.13
C11 2.46 3.19 1.91
C12 2.04 2.95 3.25
C13 1.51 3.97 4.00
C14 1.39 5.24 3.46
Cl4 0.72 6.52 4.41
C15 1.80 5.50 2.15
C16 2.33 4.49 1.39
H23 3.09 1.17 1.55
H24 2.13 1.96 3.66
H25 1.19 3.80 5.01
H26 1.70 6.50 1.76
H27 2.65 4.68 0.38

Computed properties:
* 2S+1: 1
* maximum force: 0.095 Eh/bohr
* E_HOMO: -0.2949 hartree
* Kohn-Sham gap: 0.2020 Eh

---

9.
Density functional theory data (the ωB97M-V functional and the def2-TZVPD basis) for a structure of composition C16H27Cl2MnO2P2 at a distorted geometry.

Atoms and positions in Å:
C1 0.24 -0.15 -4.00
C2 1.23 -0.08 -2.94
H1 0.69 -0.02 -5.01
H2 -0.54 0.62 -3.84
H3 -0.30 -1.11 -3.97
O1 2.41 -0.05 -2.83
Cl1 -2.75 -0.02 -1.15
Mn1 -0.58 0.07 -0.59
P1 -0.28 2.43 -0.94
C3 1.01 3.32 -0.03
C4 -0.02 3.06 -2.63
H4 0.18 4.14 -2.59
H5 -1.76 4.34 -0.80
H6 -0.92 2.90 -3.24
H7 -2.67 2.80 -0.87
H8 2.00 2.94 -0.30
H9 0.83 2.56 -3.10
C5 -1.80 3.31 -0.44
H10 0.95 4.39 -0.29
H11 -1.91 3.31 0.65
H12 0.89 3.22 1.06
P2 -0.02 -2.26 -0.73
C6 1.29 -2.87 0.39
C7 -1.50 -3.21 -0.18
H13 -0.39 -3.01 -2.99
H14 0.55 -4.21 -2.06
H15 1.35 -2.75 -2.68
C8 0.42 -3.14 -2.27
H16 -2.36 -2.90 -0.77
H17 -1.30 -4.28 -0.33
H18 1.30 -3.97 0.34
H19 1.15 -2.55 1.43
H20 -1.74 -3.04 0.88
H21 2.26 -2.49 0.05
C9 1.24 0.19 -0.23
O2 2.35 0.28 0.15
Cl2 -0.69 2.66 3.00
C10 -0.10 1.06 3.31
C11 0.73 0.89 4.42
C12 1.09 -0.40 4.84
C13 0.60 -1.51 4.15
C14 -0.23 -1.34 3.04
C15 -0.52 -0.05 2.54
C16 -1.34 0.10 1.28
H22 1.07 1.77 4.97
H23 1.73 -0.53 5.70
H24 0.84 -2.51 4.48
H25 -0.69 -2.21 2.56
H26 -2.07 -0.74 1.24
H27 -1.91 1.04 1.31

Computed properties:
* 2S+1: 5
* total charge: +2
* maximum force: 0.162 Eh/bohr
* E_HOMO (spin up / spin down): -0.5325 / -0.5464 hartree
* expectation value of S²: 6.338
* Kohn-Sham gap (spin up / spin down): 0.2085 / 0.2081 Eh

---

10.
Density functional theory data (the ωB97M-V functional and the def2-TZVPD basis) for a structure of composition C16H27Cl2N2O3SV at a distorted geometry.

Atoms and positions in Å:
V1 -0.55 -0.98 -0.04
Cl1 -6.50 1.57 2.48
C1 -5.04 1.22 1.59
C2 -4.93 1.68 0.29
C3 -3.76 1.38 -0.41
Cl2 -3.62 1.93 -2.06
C4 -2.70 0.65 0.12
O1 -1.65 0.35 -0.61
C5 -2.84 0.22 1.50
C6 -1.79 -0.45 2.17
O2 -0.55 -0.57 1.73
C7 -4.03 0.51 2.20
H1 -5.72 2.25 -0.18
H2 -1.98 -0.81 3.18
H3 -4.14 0.18 3.22
N1 0.91 1.85 0.91
C8 1.79 2.80 0.23
C9 0.94 3.96 -0.36
C10 1.14 4.21 -1.86
C11 0.38 3.23 -2.75
N2 0.88 1.87 -2.63
H4 0.44 2.28 1.69
H5 1.41 1.04 1.25
H6 2.30 2.27 -0.57
H7 2.56 3.23 0.89
H8 1.15 4.88 0.19
H9 -0.11 3.71 -0.18
H10 2.21 4.16 -2.10
H11 0.79 5.22 -2.09
H12 0.51 3.55 -3.79
H13 -0.70 3.32 -2.52
H14 0.44 1.28 -3.33
H15 0.61 1.47 -1.73
C12 1.33 -1.08 -0.79
H16 2.14 -0.44 -0.43
H17 1.37 -1.22 -1.88
C13 0.16 -4.07 2.39
C14 0.98 -4.50 1.18
S1 1.27 -2.74 0.14
O3 -0.21 -2.84 -0.37
C15 2.35 -3.64 -1.06
C16 3.80 -3.32 -0.75
H18 0.11 -4.82 3.18
H19 -0.86 -3.83 2.07
H20 0.59 -3.16 2.82
H21 0.48 -5.27 0.59
H22 1.99 -4.82 1.47
H23 2.06 -3.30 -2.05
H24 2.14 -4.70 -0.96
H25 3.99 -2.25 -0.90
H26 4.48 -3.89 -1.38
H27 4.02 -3.55 0.30

Computed properties:
* 2S+1: 4
* total charge: -1
* maximum force: 0.055 Eh/bohr
* E_HOMO (spin up / spin down): -0.1089 / -0.1118 hartree
* expectation value of S²: 3.798
* Kohn-Sham gap (spin up / spin down): 0.2119 / 0.2123 Eh

---

> Number 1 is which compound?

C16H26N2O4S2